(1)
128
Properties=species:S:1:pos:R:3:forces:R:3 method="wB97M-V/def2-TZVPD" e_homo_ev=-10.7 charge=+1 gap_ev=7.84 energy_ev=-87704.5701
C 0.9347 -3.3715 0.9021 1.1 -0.1 0.6
C 2.0131 -3.2455 2.0859 -0.7 0.2 -1.0
C 3.1931 -2.3488 1.5628 0.1 0.3 1.3
C 2.7123 -0.8203 1.4699 -0.7 -0.6 0.5
C 3.1686 -0.1819 0.0993 1.7 -2.5 1.6
C 4.7162 0.0814 0.3518 -0.7 -0.5 -1.7
N 4.6497 1.4290 1.0417 -2.3 -0.4 1.1
C 3.3022 1.9307 0.9095 2.6 -2.2 -2.0
N 2.7350 2.8402 1.6579 -0.1 0.5 -0.9
P 3.7135 3.4830 3.0035 1.3 -0.3 3.0
C 4.8681 4.8352 2.4158 -0.7 1.1 -0.8
O 2.5531 4.1901 4.0552 0.7 -0.6 -2.5
N 2.8033 1.2164 -0.2216 -2.2 1.5 2.3
S 1.2204 1.5522 -0.7897 -3.1 0.9 -6.3
C -0.0953 0.6028 0.0974 0.6 -0.4 0.5
O 0.8823 3.0006 -0.8290 1.5 -2.3 2.3
O 1.1808 1.0397 -2.1962 0.8 0.0 3.7
H -0.0918 -3.0729 1.2314 0.8 -0.5 -0.4
H 1.2687 -2.6857 0.0787 -0.5 -0.6 0.5
H 0.9978 -4.4132 0.5138 -0.5 0.9 0.1
H 2.3859 -4.2519 2.4040 -0.3 0.9 -0.4
H 1.4619 -2.8169 2.9602 0.9 -0.1 -0.5
H 3.5905 -2.6990 0.5748 -0.6 0.2 1.2
H 4.0275 -2.3947 2.3322 -0.8 0.0 -1.1
H 3.1452 -0.3200 2.3805 -0.4 0.0 -0.9
H 1.6027 -0.8462 1.6303 0.9 0.3 -0.3
H 2.9045 -0.9767 -0.6447 0.5 1.5 0.0
H 5.2306 -0.6746 0.9967 -0.8 0.8 -0.4
H 5.2393 0.0459 -0.6361 -0.2 0.8 0.9
H 4.7628 1.1535 2.0302 0.6 1.1 0.1
H 1.7662 3.0894 1.4290 0.4 0.2 -0.3
H 4.3701 5.4931 1.6467 0.7 -0.5 0.7
H 5.1705 5.4841 3.2858 -0.6 -0.8 -0.6
H 5.8318 4.4257 2.0061 -1.2 -0.1 0.3
H 1.6875 4.0958 3.6222 0.0 0.4 0.5
H 0.1833 -0.4855 0.0593 -0.2 1.1 0.2
H -0.1954 0.9925 1.1387 0.1 -0.5 -0.8
H -1.0653 0.7005 -0.4454 1.1 0.4 0.1
C 7.3038 -3.8891 3.8142 -0.1 0.3 -0.1
C 5.9510 -4.3210 4.3156 -0.3 0.1 0.0
O 4.9745 -3.6120 4.1864 0.2 0.0 0.0
C 5.8578 -5.6666 4.9831 -0.3 0.0 0.0
H 7.2221 -2.9023 3.3572 0.0 -0.1 0.0
H 8.0085 -3.8333 4.6458 0.1 -0.2 -0.1
H 7.6650 -4.5944 3.0637 0.1 -0.1 0.2
H 6.4987 -5.6891 5.8663 0.1 -0.1 -0.1
H 6.1553 -6.4502 4.2839 0.2 0.0 0.1
H 4.8282 -5.8459 5.2928 0.1 0.0 0.0
C -3.8247 -1.4521 -1.2126 0.3 0.2 0.0
C -3.7434 -1.3095 0.2827 0.2 0.0 0.1
O -2.6710 -1.2211 0.8496 0.0 0.1 -0.1
C -5.0390 -1.2828 1.0473 0.2 0.1 0.3
H -2.8186 -1.4548 -1.6299 -0.1 0.0 0.1
H -4.3134 -2.3935 -1.4704 -0.2 0.1 -0.1
H -4.3782 -0.6107 -1.6374 -0.2 -0.2 0.0
H -5.5839 -2.2149 0.8884 -0.1 0.1 -0.1
H -5.6447 -0.4346 0.7223 -0.1 -0.2 -0.1
H -4.8287 -1.1770 2.1119 0.0 0.0 -0.1
C 6.1808 -3.7476 -2.3614 0.1 0.1 0.4
C 4.9029 -2.9909 -2.1259 -0.1 0.0 0.1
O 4.6374 -2.5221 -1.0327 0.4 0.0 -0.7
C 3.9647 -2.8354 -3.2913 -0.2 0.2 0.3
H 6.7575 -3.7812 -1.4368 -0.1 0.0 -0.1
H 5.9555 -4.7692 -2.6718 0.1 0.1 -0.2
H 6.7743 -3.2451 -3.1271 -0.1 -0.2 -0.1
H 3.6424 -3.8172 -3.6420 0.1 0.0 -0.1
H 4.4609 -2.2928 -4.0980 0.0 -0.2 -0.1
H 3.0861 -2.2703 -2.9779 0.0 0.0 0.0
C -4.8131 2.4953 -3.8777 0.2 -0.4 -0.1
C -6.0989 1.9955 -3.2728 -0.3 -0.2 0.1
O -6.3180 0.8045 -3.1522 0.3 0.2 0.1
C -7.0953 3.0263 -2.8267 -0.2 -0.4 0.0
H -4.1878 1.6452 -4.1547 0.0 0.1 0.0
H -5.0271 3.0802 -4.7739 0.0 0.2 0.1
H -4.2735 3.1062 -3.1512 -0.1 0.2 -0.1
H -7.4078 3.6336 -3.6774 0.1 0.2 0.1
H -6.6549 3.6579 -2.0544 -0.1 0.2 -0.2
H -7.9713 2.5267 -2.4119 0.1 0.0 0.0
C -4.2656 -2.4906 -5.5845 0.2 -0.3 -0.1
C -5.5498 -2.9985 -4.9806 -0.3 -0.4 0.1
O -5.7609 -4.1871 -4.8608 0.2 0.2 0.0
C -6.5539 -1.9711 -4.5333 -0.1 -0.4 0.1
H -3.6362 -3.3373 -5.8610 -0.1 0.0 0.0
H -4.4813 -1.9067 -6.4809 0.1 0.2 0.1
H -3.7296 -1.8767 -4.8572 -0.1 0.2 -0.1
H -6.8698 -1.3643 -5.3838 0.1 0.2 0.1
H -6.1179 -1.3372 -3.7620 0.0 0.2 -0.2
H -7.4275 -2.4752 -4.1194 0.1 0.0 -0.1
C -1.6230 -6.0950 -2.9026 0.3 -0.2 0.0
C -0.8721 -5.0283 -2.1517 0.4 -0.2 0.1
O 0.2784 -5.1889 -1.8020 -0.1 0.0 -0.1
C -1.6035 -3.7489 -1.8470 0.3 0.1 0.1
H -0.9736 -6.9578 -3.0503 0.0 0.1 0.0
H -2.4976 -6.4082 -2.3295 -0.1 0.1 -0.2
H -1.9312 -5.7164 -3.8789 -0.2 0.0 0.1
H -2.4756 -3.9587 -1.2262 -0.1 0.0 -0.2
H -1.9083 -3.2619 -2.7753 -0.2 -0.1 0.0
H -0.9400 -3.0770 -1.3008 0.0 -0.1 0.0
C 5.8923 0.3052 6.2357 -0.3 -0.1 -0.3
C 6.5574 1.2185 5.2418 -0.1 0.0 -0.2
O 6.1211 1.3505 4.1152 0.0 -0.1 0.0
C 7.7838 1.9620 5.6970 0.0 0.2 -0.4
H 5.0239 -0.1636 5.7722 0.1 0.0 0.0
H 6.5882 -0.4760 6.5464 0.0 0.1 0.2
H 5.5605 0.8785 7.1031 0.2 -0.1 0.1
H 8.5628 1.2537 5.9839 0.0 0.1 0.2
H 7.5353 2.6081 6.5408 0.1 -0.2 0.1
H 8.1564 2.5804 4.8800 0.0 -0.1 0.1
C -6.5421 3.4491 2.0870 -0.3 -0.1 -0.2
C -5.8888 4.3784 1.0992 -0.3 -0.1 -0.3
O -6.3281 4.5121 -0.0245 0.2 -0.2 0.5
C -4.6701 5.1335 1.5633 0.0 0.2 -0.3
H -7.4046 2.9737 1.6198 0.1 0.1 0.0
H -5.8360 2.6740 2.3918 0.0 0.1 0.2
H -6.8810 4.0113 2.9590 0.2 -0.1 0.1
H -3.8831 4.4315 1.8452 -0.1 0.0 0.2
H -4.9276 5.7691 2.4124 0.1 -0.1 0.1
H -4.3033 5.7635 0.7540 0.0 0.0 0.1
C -5.7072 6.8754 -1.6635 -0.4 0.2 -0.1
C -5.8050 6.6625 -3.1503 -0.3 -0.1 -0.2
O -6.7718 6.1260 -3.6485 0.2 0.1 0.1
C -4.6543 7.1421 -3.9963 -0.1 -0.1 -0.3
H -6.6003 6.4829 -1.1851 0.1 0.0 -0.1
H -4.8385 6.3476 -1.2705 0.1 0.2 0.0
H -5.6317 7.9434 -1.4456 0.2 0.0 0.0
H -3.7372 6.6265 -3.7043 0.1 0.2 0.1
H -4.5315 8.2204 -3.8803 0.2 -0.1 0.1
H -4.8604 6.9239 -5.0444 0.0 0.0 0.1

=====

(2)
12
Properties=species:S:1:pos:R:3:forces:R:3 method="wB97M-V/def2-TZVPD" e_homo_ev=-9.1 charge=0 smiles="C#C[C@H]1C=C1C" gap_ev=10.18 energy_ev=-6314.8433 de_lowest_kj_mol=420.4
C 2.9712 -0.5118 -0.2021 -1.5 0.2 0.0
C 1.8363 -0.1612 0.0223 0.5 -0.1 -0.1
C 0.5947 0.4117 0.5222 -0.5 0.4 0.4
C -0.2419 1.3902 -0.2663 -0.4 -1.2 0.4
C -0.8461 0.2689 -0.0150 1.7 0.7 -0.2
C -1.9560 -0.6781 -0.1034 -0.2 -0.1 -0.1
H 3.9033 -0.8900 -0.4953 0.6 -0.2 -0.1
H 0.6896 0.5881 1.5972 0.0 0.0 -0.1
H -0.2386 2.3640 -0.6913 0.0 0.4 -0.2
H -2.3537 -0.8891 0.8888 0.0 0.0 0.0
H -1.6074 -1.6196 -0.5292 0.0 0.0 0.0
H -2.7514 -0.2732 -0.7281 0.0 -0.1 0.0

=====

(3)
19
Properties=species:S:1:pos:R:3:forces:R:3 method="wB97M-V/def2-TZVPD" e_homo_ev=-7.7 charge=0 gap_ev=7.56 energy_ev=-19775.6515 de_lowest_kj_mol=157.4
C 0.1778 2.1921 -1.2191 0.1 -1.4 -0.8
C 0.5381 0.8290 -1.7057 -0.3 0.9 -0.5
C -0.4839 2.2352 -0.0362 0.3 2.2 -1.7
C 0.1585 -0.2687 -1.0641 -0.3 -0.9 0.0
C -0.4915 1.0569 0.8379 -1.7 4.2 2.9
C -0.3548 -0.2320 0.2978 0.0 -2.6 -2.7
C -0.3760 -2.7948 0.7188 2.9 1.2 -1.9
C -0.5294 -1.3458 1.0459 -0.8 -0.1 0.8
O 2.2905 1.1407 0.2891 -0.6 -0.2 1.4
P 1.3884 0.7723 1.4223 0.7 0.0 -0.2
H 0.3369 3.0097 -1.9554 -0.3 -0.4 1.1
H 0.9824 0.6122 -2.6767 0.0 0.8 0.0
H -0.8845 3.2813 0.1789 0.4 -1.8 0.6
H 0.2476 -1.2128 -1.6044 0.1 0.2 0.5
H -1.2373 1.2400 1.7488 1.8 -0.9 -1.7
H -1.1756 -3.4911 0.7653 -1.3 0.0 0.0
H 0.0221 -2.7092 -0.3495 -0.4 -1.1 1.4
H 0.4085 -3.2360 1.3646 -0.2 0.2 -0.4
H -1.0176 -1.0790 1.9418 -0.4 -0.2 1.5